The following is a DFT calculation (ωB97M-V with the def2-TZVPD basis set) of a 14-piece molecular cluster, C17H62N4O14 overall at a distorted geometry.

Geometry as XYZ:
```
97
Properties=species:S:1:pos:R:3:forces:R:3:mulliken_charge:R:1
C 1.94911 1.74966 3.40472 -1.30 -3.17 0.49 -0.317
C 1.49911 0.98266 4.65572 0.02 0.88 1.84 -0.475
O 0.69711 -0.13034 4.29872 -1.52 -1.32 1.77 -0.503
H 1.10511 2.15666 2.91372 -0.67 0.55 -0.66 -0.372
H 2.45711 1.01266 2.76072 -0.24 0.42 -0.05 -0.007
H 2.61011 2.47366 3.68672 1.78 2.08 0.69 0.684
H 0.98411 1.60766 5.48172 0.48 -0.52 -1.53 0.302
H 2.40311 0.63766 5.14972 0.26 -0.26 0.13 0.378
H 0.22111 -0.59134 5.09572 1.58 1.57 -2.20 0.276
C -2.31689 -4.56734 0.09272 -1.15 0.89 0.10 -1.814
C -2.20489 -3.34434 -0.81728 1.32 -1.35 0.36 1.038
O -1.44689 -3.81934 -1.95328 -2.00 0.23 -0.82 -0.742
H -1.37889 -5.08834 0.12172 0.29 -0.42 -0.15 0.353
H -3.13889 -5.17634 -0.24928 0.04 -0.66 -0.34 0.411
H -2.58389 -4.31134 1.10372 -0.02 0.38 0.58 0.371
H -1.57589 -2.59734 -0.35928 -0.28 0.62 0.31 -0.486
H -3.17189 -2.93634 -1.11428 0.21 -0.03 -0.20 0.386
H -0.55489 -3.79734 -1.65228 1.46 0.26 0.22 0.362
C 0.32511 -3.68834 3.59872 -0.21 2.50 -1.39 -1.435
C -0.01089 -3.02334 2.21872 -0.50 -1.75 -0.23 1.642
O -1.07489 -2.09734 2.31072 0.20 0.59 0.10 -0.586
H 1.16011 -4.29634 3.44672 1.79 -0.74 -0.08 0.446
H -0.38889 -4.35134 3.99572 -1.49 -0.42 0.35 0.388
H 0.53711 -2.85634 4.28772 0.09 -0.52 0.02 0.215
H -0.41189 -3.79334 1.50372 0.94 0.33 0.66 -0.306
H 0.91511 -2.60034 1.75872 -0.65 -0.06 0.49 -0.787
H -0.73789 -1.24634 1.92972 -0.44 -0.91 0.58 -0.126
C 0.60611 0.05166 0.59072 5.15 -0.38 0.29 -0.061
O 1.93511 -0.22134 0.59572 -5.07 1.22 0.59 -0.406
N -0.06989 0.14966 -0.49028 0.57 0.06 -5.12 3.263
N -0.15689 0.24966 1.64772 -0.04 0.38 3.48 1.958
H 0.44211 0.13066 -1.40628 -0.81 -0.36 1.22 -0.561
H -1.07889 0.15066 -0.59028 -0.28 -0.14 0.29 -1.561
H 0.25711 0.28466 2.58172 -0.09 -0.39 -0.49 -0.080
H -1.11889 0.60466 1.64272 0.79 0.23 -0.80 -0.925
C -2.00389 -0.99334 -3.86328 3.10 1.93 6.57 0.145
O -1.31589 -0.62634 -2.76228 -2.16 -1.42 -4.25 -0.146
N -2.30589 -0.13934 -4.76128 0.09 4.30 -3.74 -0.343
N -2.56489 -2.13534 -3.94228 -1.82 -5.71 -0.86 -0.340
H -1.82489 0.75866 -4.57828 -0.71 -0.32 -0.32 0.208
H -2.68089 -0.33634 -5.70128 0.39 -0.04 1.20 0.203
H -2.21589 -2.84934 -3.27528 -0.14 0.26 -0.50 0.405
H -3.04289 -2.46634 -4.82428 0.94 0.69 1.69 0.196
C 1.58311 -2.43534 -2.24428 0.27 0.05 -1.49 -0.501
O 1.16311 -2.72334 -0.95328 -0.63 0.29 1.25 -0.623
H 0.86211 -1.82034 -2.78428 -0.34 -0.17 -0.09 -0.196
H 1.76611 -3.36734 -2.80228 -0.35 0.09 0.30 0.395
H 2.52011 -1.90534 -2.29628 0.62 0.30 0.42 0.353
H 0.98011 -1.86934 -0.48828 0.48 -1.02 -0.58 0.057
C -2.27789 3.04066 -0.95828 -2.01 0.47 -1.57 -0.057
O -3.42089 2.73866 -0.18428 -0.14 -0.10 -0.36 -0.610
H -2.56289 3.01066 -2.01228 -0.26 0.51 -0.02 0.303
H -1.53489 2.30566 -0.98128 1.41 -1.18 0.81 -0.342
H -1.96589 4.01266 -0.67628 0.93 0.93 0.01 0.455
H -3.05389 2.33766 0.59272 -0.29 -0.48 0.84 0.377
C 4.04411 -2.57434 0.52972 -2.01 -0.30 -0.97 -0.584
O 4.14111 -1.48334 -0.32628 0.08 1.36 -0.22 -0.554
H 3.19411 -2.48534 1.19672 -0.20 0.16 0.30 0.041
H 4.90611 -2.68534 1.08972 1.94 -0.50 1.16 0.417
H 3.81611 -3.43034 -0.08828 0.27 -0.68 0.01 0.220
H 3.52711 -0.81534 0.02772 0.02 -0.19 -0.42 0.338
C -0.48089 2.50966 -5.18428 1.32 -0.78 0.46 -0.848
O -0.96489 2.14766 -3.89728 -0.82 0.14 -0.90 -0.672
H -1.02089 3.37766 -5.43528 -0.27 1.28 -0.51 0.317
H -0.55789 1.81666 -6.05828 -0.51 -0.28 0.94 0.288
H 0.59811 2.66866 -5.09928 -0.02 0.56 -0.24 0.266
H -0.31889 1.62666 -3.40428 0.19 -0.59 -0.11 0.578
C -2.09689 1.72266 3.61072 -2.77 0.48 -0.60 -0.858
O -2.14089 2.08366 2.20072 0.88 -0.18 0.82 -0.490
H -3.08789 2.07166 3.95472 0.47 -0.25 0.51 0.419
H -1.35589 2.14866 4.24872 0.97 0.58 -0.16 0.255
H -2.09689 0.64666 3.74772 0.23 -0.20 -0.47 0.222
H -1.88789 3.01466 2.07972 0.12 -0.02 0.23 0.169
C 1.76411 2.01566 -2.39728 0.67 -1.05 1.31 -0.604
O 1.15711 0.81966 -2.89028 0.42 0.51 -0.61 -0.460
H 1.77311 2.78766 -3.11528 -0.90 1.32 -0.66 0.474
H 2.81611 1.83266 -2.27428 0.57 -0.24 0.61 0.278
H 1.31211 2.22166 -1.40528 0.21 0.26 -0.88 -0.101
H 1.66611 0.58866 -3.67828 -0.25 -0.43 0.14 0.209
C 0.47511 3.99166 0.96772 -0.77 -0.49 0.22 -0.741
O -0.72689 4.64566 1.42272 0.54 0.80 -0.04 -0.598
H 1.18011 4.08966 1.77572 0.63 -0.47 0.13 0.511
H 0.88311 4.47766 0.09372 0.03 0.09 -0.45 0.472
H 0.22611 2.92666 0.73472 0.28 0.89 0.30 0.092
H -0.42989 5.55866 1.64072 -0.71 -0.93 -0.12 0.309
C 4.35311 1.80266 0.11272 0.05 -1.20 1.31 -0.428
O 5.15911 2.90366 0.41772 1.68 0.68 -0.53 -0.573
H 4.53911 1.29766 -0.85128 -0.22 0.54 0.17 0.247
H 3.34611 2.15766 0.27872 -0.42 -0.19 -0.56 0.029
H 4.51111 1.03966 0.89972 -0.17 -0.02 -0.43 0.335
H 6.10011 2.65866 0.29772 -0.88 0.23 0.15 0.326
C -3.58989 -0.46334 0.68672 0.66 1.18 0.21 -0.706
O -2.82189 -0.11734 -0.50528 -0.32 -0.81 2.00 -0.462
H -4.13189 -1.39834 0.59372 -0.39 0.07 -0.35 0.440
H -4.19289 0.43166 0.91272 -0.38 -0.70 0.01 0.379
H -2.95889 -0.63034 1.58172 0.22 0.14 -0.81 0.009
H -3.41189 -0.24434 -1.23828 -0.06 0.05 -0.74 0.172
```
Forces are in eV/Å.

Calculated values
* relative energy (zero: lowest compared OMol25 entry of this formula, charge and spin): 0.000 eV
* strongest force on any atom: 0.1463 Eh/bohr
* LUMO level: 0.4 eV
* Kohn-Sham gap: 9.3 eV